(1)
A 9-piece molecular cluster, H18O9 overall, computed with the ωB97M-V functional and the def2-TZVPD basis.

```
27
Properties=species:S:1:pos:R:3
H -0.096 -0.363 -0.576
H 1.182 0.377 -0.216
H -1.573 -4.293 1.138
H -2.246 -4.289 -0.225
H 4.323 1.426 -3.112
H 4.188 2.905 -2.785
H -2.026 -1.575 -0.828
H -3.048 -2.609 -0.383
H 2.629 -4.587 0.149
H 1.646 -3.754 0.956
H -2.670 1.006 3.074
H -2.704 -0.113 4.101
H -2.395 1.848 1.521
H -2.188 2.981 0.529
H -0.514 2.502 -4.063
H -1.228 1.936 -2.847
H 2.715 3.721 1.498
H 3.873 2.835 1.927
O 0.710 -0.448 -0.054
O -2.143 -3.758 0.574
O 4.466 2.303 -3.486
O -2.974 -1.706 -0.712
O 2.478 -4.236 1.033
O -2.246 0.171 3.302
O -1.704 2.356 1.081
O -1.394 2.360 -3.697
O 2.941 3.005 2.103
```

Values from the calculation:
Structure (SMILES): O.O.O.O.O.O.O.O.O
Max |F|, eV Å⁻¹: 0.9
DFT total energy, eV: -18718.5356
Energy above the lowest of the compared OMol25 structures with the same formula, charge and spin, kcal/mol: 83.02
Spin multiplicity: 1

***

(2)
A 9-piece molecular cluster, H18O9 overall, computed with the ωB97M-V functional and the def2-TZVPD basis.

```
27
Properties=species:S:1:pos:R:3
O -0.032 0.266 0.095
H -0.680 0.778 -0.323
H 0.613 0.020 -0.575
O 0.130 -1.591 2.152
H -0.745 -1.780 2.003
H 0.492 -1.203 1.386
O 1.751 -2.839 -0.812
H 1.595 -2.483 -1.696
H 2.319 -3.641 -0.782
O -2.858 1.907 1.656
H -2.478 1.270 1.045
H -3.768 2.032 1.387
O 1.804 0.142 -1.892
H 1.828 1.089 -1.870
H 2.459 -0.213 -1.341
O -0.066 1.394 2.661
H -0.255 1.062 1.770
H -0.198 2.329 2.572
O -3.167 -0.251 -0.855
H -2.395 -0.463 -1.395
H -2.994 -0.542 0.032
O -1.301 2.318 -1.687
H -0.588 2.780 -2.062
H -1.417 1.509 -2.201
O 3.145 -1.039 0.499
H 2.788 -1.835 0.123
H 4.011 -1.011 0.098
```

Values from the calculation:
Structure (SMILES): O.O.O.O.O.O.O.O.O
Max |F|, eV Å⁻¹: 3.6
DFT total energy, eV: -18719.0149
Energy above the lowest of the compared OMol25 structures with the same formula, charge and spin, kcal/mol: 71.96
Spin multiplicity: 1

***

(3)
A 9-piece molecular cluster, H18O9 overall, computed with the ωB97M-V functional and the def2-TZVPD basis.

```
27
Properties=species:S:1:pos:R:3
O -2.332 2.694 0.258
H -2.064 1.911 -0.243
H -2.126 3.443 -0.310
O -2.351 0.048 -0.721
H -2.459 -0.466 -1.533
H -3.236 0.087 -0.338
O 4.163 0.432 -1.001
H 4.074 -0.502 -1.216
H 3.388 0.641 -0.473
O 1.363 -0.754 3.052
H 0.721 -0.532 2.368
H 1.039 -1.572 3.439
O 0.125 -0.988 0.216
H -0.590 -0.597 -0.307
H 0.757 -0.270 0.339
O -2.584 -2.872 -1.563
H -3.513 -3.120 -1.620
H -2.316 -3.128 -0.673
O 0.621 1.744 1.405
H -0.333 1.733 1.242
H 0.757 2.502 1.984
O 0.372 -3.627 -1.100
H -0.218 -3.682 -1.859
H 0.067 -2.859 -0.599
O 2.237 3.218 -0.638
H 1.936 2.547 -0.009
H 2.501 3.970 -0.101
```

Values from the calculation:
Structure (SMILES): O.O.O.O.O.O.O.O.O
Max |F|, eV Å⁻¹: 0.4
DFT total energy, eV: -18719.9828
Energy above the lowest of the compared OMol25 structures with the same formula, charge and spin, kcal/mol: 49.64
Spin multiplicity: 1

***

(4)
A 9-piece molecular cluster, H18O9 overall, computed with the ωB97M-V functional and the def2-TZVPD basis.

```
27
Properties=species:S:1:pos:R:3
O 3.024 -0.513 -0.910
H 2.691 -1.383 -0.772
H 2.388 -0.207 -1.611
O -0.973 -2.900 0.663
H -0.227 -2.323 0.708
H -0.815 -3.312 -0.161
O -1.748 1.364 1.738
H -2.329 1.140 0.998
H -1.597 0.550 2.237
O 1.315 0.139 3.910
H 1.887 -0.419 3.412
H 0.464 -0.196 3.661
O 1.081 2.520 1.028
H 0.482 2.780 1.723
H 0.480 2.248 0.323
O 0.205 -1.188 -2.141
H 0.949 -1.339 -2.729
H 0.064 -2.057 -1.774
O -0.680 1.833 -0.980
H -0.819 2.766 -1.287
H -0.070 1.548 -1.637
O -2.163 0.023 -2.853
H -1.235 -0.274 -2.937
H -2.485 -0.542 -2.109
O 0.300 -0.332 0.706
H 0.102 -0.238 -0.255
H -0.289 0.312 1.049
```

Values from the calculation:
Structure (SMILES): O.O.O.O.O.O.O.O.O
Max |F|, eV Å⁻¹: 2.4
DFT total energy, eV: -18718.8680
Energy above the lowest of the compared OMol25 structures with the same formula, charge and spin, kcal/mol: 75.35
Spin multiplicity: 1

***

(5)
H18O9 as an isolated structure, computed with the ωB97M-V functional and the def2-TZVPD basis.

```
27
Properties=species:S:1:pos:R:3
O 45.266 5.306 41.976
H 44.895 4.693 42.737
H 44.866 5.089 41.197
O 42.450 2.483 43.114
H 43.248 2.987 43.246
H 42.525 1.747 42.500
O 40.351 4.924 43.220
H 40.663 4.496 44.024
H 40.674 5.785 43.327
O 42.450 4.677 38.812
H 42.022 5.490 38.639
H 42.209 4.551 39.696
O 39.407 4.457 41.076
H 39.154 4.480 42.017
H 39.497 3.551 40.793
O 42.411 6.952 42.232
H 42.315 6.019 42.166
H 42.729 7.281 41.386
O 42.243 4.385 41.594
H 41.297 4.573 41.367
H 42.357 3.697 42.248
O 44.704 3.953 43.759
H 45.231 3.469 44.410
H 44.328 4.645 44.340
O 44.692 4.281 38.960
H 43.716 4.404 39.000
H 45.117 5.135 38.628
```

Values from the calculation:
Max |F|, eV Å⁻¹: 4.8
DFT total energy, eV: -18717.4336
Energy above the lowest of the compared OMol25 structures with the same formula, charge and spin, kcal/mol: 108.43
Spin multiplicity: 1